1.
Entry from the OMol25 dataset: a structure of composition C3H14O5 (ωB97M-V with the def2-TZVPD basis set).

Energy above the lowest of the compared OMol25 structures with the same formula, charge and spin ... 6.784 eV
2S+1 ... 1
E_HOMO ... -8.6 eV
Lowest unoccupied orbital energy ... -4.3153 eV

Element x y z (Å)
C: -2.297 1.166 0.026
O: 0.233 -1.033 -1.930
C: -2.108 -0.095 0.512
C: -2.266 -1.299 -0.115
H: -2.850 1.282 -0.912
H: -2.127 2.181 0.374
H: -0.131 -1.916 -1.818
H: -1.422 -0.194 1.361
H: -2.017 -2.163 0.485
H: -2.738 -1.401 -1.087
H: 2.768 2.134 -0.770
H: 2.762 0.147 -0.201
O: 2.721 1.211 -0.617
H: 1.126 -0.763 1.451
H: 3.075 -1.559 -0.133
O: 2.435 -1.005 0.291
H: 1.275 1.560 -0.261
H: -0.476 1.800 -0.131
O: 0.397 1.787 0.178
H: 0.312 0.007 2.459
H: 0.938 -0.966 -1.236
O: 0.390 -0.881 2.075

Cartesian forces (eV/Å) of the 3 atoms listed first:
-1.997 -0.079 -2.207
-0.147 0.062 0.705
2.315 0.580 1.678

Löwdin atomic charge list, values in e, 2 entries:
1 C 0.20
2 O -0.06

***

2.
Entry from the OMol25 dataset: a cluster of 12 separate species, C42H82Cl6O20 in total (ωB97M-V with the def2-TZVPD basis set).

2S+1 ... 1
E_HOMO ... -10.0 eV
Lowest unoccupied orbital energy ... 0.3910 eV

Element x y z (Å)
C: 16.687 19.453 9.171
C: 15.337 19.391 9.938
O: 14.402 18.643 9.147
C: 14.273 17.343 9.327
C: 13.185 16.884 8.393
O: 14.974 16.604 9.942
H: 16.624 19.840 8.144
H: 16.900 18.372 9.018
H: 17.440 19.993 9.758
H: 15.522 18.847 10.841
H: 14.773 20.275 10.109
H: 12.477 17.677 8.280
H: 12.770 15.993 8.874
H: 13.614 16.604 7.462
C: 18.799 22.575 11.006
C: 18.514 23.863 10.319
O: 17.301 23.607 9.567
C: 16.832 24.645 8.876
C: 15.878 24.334 7.789
O: 17.119 25.787 9.187
H: 19.569 22.722 11.757
H: 19.126 21.690 10.363
H: 17.880 22.263 11.533
H: 18.275 24.599 11.045
H: 19.291 24.237 9.615
H: 14.968 24.986 7.820
H: 15.496 23.331 7.863
H: 16.503 24.627 6.806
C: 14.983 22.239 12.472
C: 14.427 23.007 11.279
O: 13.034 23.159 11.474
C: 12.225 23.577 10.540
C: 10.820 23.587 11.008
O: 12.479 24.015 9.421
H: 14.319 21.428 12.734
H: 15.121 22.766 13.434
H: 15.952 21.706 12.168
H: 14.888 24.024 11.192
H: 14.651 22.565 10.325
H: 10.254 23.099 10.259
H: 10.324 24.589 11.149
H: 10.729 23.025 11.890
C: 18.269 17.001 11.911
C: 16.951 16.562 12.492
O: 16.213 17.708 13.125
C: 16.421 17.990 14.407
C: 15.574 19.155 14.796
O: 17.100 17.326 15.204
H: 18.638 16.131 11.297
H: 18.959 17.260 12.725
H: 18.147 17.788 11.275
H: 16.163 16.178 11.897
H: 17.146 15.888 13.348
H: 16.147 19.574 15.609
H: 14.782 18.677 15.345
H: 15.060 19.724 14.019
C: 15.608 9.627 9.283
C: 16.795 10.367 9.878
O: 16.491 11.769 10.039
C: 15.885 12.088 11.272
C: 15.596 13.585 11.395
O: 15.616 11.270 12.138
H: 15.725 8.537 9.332
H: 15.562 9.908 8.247
H: 14.665 9.844 9.851
H: 17.086 9.903 10.827
H: 17.787 10.342 9.311
H: 14.722 13.748 10.789
H: 16.355 14.310 11.091
H: 15.302 13.764 12.417
C: 12.717 22.669 16.381
C: 13.552 21.387 16.579
O: 12.912 20.339 15.788
C: 11.633 19.932 16.189
C: 11.179 18.856 15.260
O: 11.011 20.320 17.145
H: 11.705 22.412 16.711
H: 12.507 22.805 15.348
H: 13.131 23.561 16.791
H: 14.512 21.518 16.169
H: 13.591 20.992 17.602
H: 10.166 18.609 15.354
H: 11.643 17.904 15.589
H: 11.531 18.997 14.278
C: 15.829 13.268 17.061
C: 16.573 14.509 16.703
O: 15.936 15.660 17.459
C: 14.842 16.100 16.907
C: 14.146 17.169 17.643
O: 14.435 15.633 15.827
H: 14.817 13.530 17.269
H: 16.213 12.880 17.996
H: 15.857 12.443 16.275
H: 17.612 14.488 17.066
H: 16.506 14.724 15.640
H: 14.872 17.974 17.742
H: 13.829 16.854 18.646
H: 13.264 17.561 17.138
C: 8.269 12.139 11.352
C: 9.734 12.577 11.308
O: 10.267 12.572 12.669
C: 11.557 12.314 12.847
C: 11.799 12.029 14.415
O: 12.398 12.269 12.004
H: 7.535 12.881 11.654
H: 8.315 11.179 11.975
H: 8.004 11.970 10.371
H: 10.279 11.865 10.711
H: 9.899 13.612 10.967
H: 11.047 12.514 15.073
H: 12.825 12.408 14.622
H: 11.736 10.973 14.629
C: 12.132 15.582 12.119
C: 12.903 16.782 12.190
O: 12.409 17.736 11.210
C: 12.550 19.040 11.627
C: 11.586 19.861 10.906
O: 13.199 19.410 12.542
H: 12.331 15.050 13.056
H: 12.449 14.994 11.272
H: 11.037 15.798 12.052
H: 12.789 17.309 13.133
H: 13.967 16.566 12.039
H: 12.006 20.102 9.979
H: 11.314 20.758 11.472
H: 10.714 19.309 10.718
C: 6.847 19.921 10.754
C: 7.624 19.367 9.565
O: 8.126 18.047 9.918
C: 8.815 17.389 8.918
C: 9.245 16.014 9.333
O: 8.880 17.856 7.798
H: 7.443 20.227 11.624
H: 6.123 19.188 11.155
H: 6.141 20.736 10.402
H: 6.951 19.277 8.731
H: 8.509 20.030 9.331
H: 8.389 15.592 9.874
H: 10.161 16.081 9.867
H: 9.380 15.387 8.455
Cl: 7.682 14.633 15.723
C: 9.079 14.812 14.599
Cl: 10.501 15.217 15.517
Cl: 8.630 16.109 13.407
H: 9.271 13.880 14.173
Cl: 10.862 21.043 6.507
C: 12.147 22.178 6.757
Cl: 12.728 22.720 5.237
Cl: 13.504 21.458 7.741
H: 11.854 23.059 7.320

Cartesian forces (eV/Å) of the 3 atoms listed first:
-0.984 -0.658 -0.077
1.028 -0.807 -1.280
0.124 0.783 0.385

Löwdin atomic charge list, values in e, 2 entries:
1 C -0.02
2 C -0.19

***

3.
Entry from the OMol25 dataset: the molecule C11H12N2O (ωB97M-V with the def2-TZVPD basis set).

Energy above the lowest of the compared OMol25 structures with the same formula, charge and spin ... 3.133 eV
2S+1 ... 1
E_HOMO ... -9.1 eV
Lowest unoccupied orbital energy ... 0.4315 eV

Element x y z (Å)
C: 2.167 1.835 0.428
C: 2.395 0.372 0.556
C: 3.587 -0.306 0.027
N: 1.395 -0.410 0.629
C: 0.048 -0.102 0.928
N: -0.420 0.426 2.032
C: -1.594 0.846 2.726
O: -2.326 0.064 3.287
C: -0.841 -0.560 -0.187
C: -2.068 -1.103 0.208
C: -3.054 -1.437 -0.777
C: -2.735 -1.148 -2.142
C: -1.577 -0.397 -2.377
C: -0.640 -0.166 -1.415
H: 1.200 2.169 0.709
H: 2.409 2.050 -0.607
H: 2.942 2.358 0.930
H: 3.669 -1.426 0.395
H: 4.538 0.268 0.163
H: 3.220 -0.416 -1.037
H: -1.677 1.903 2.677
H: -2.246 -1.353 1.202
H: -3.900 -2.033 -0.400
H: -3.446 -1.584 -2.927
H: -1.349 -0.058 -3.400
H: 0.304 0.207 -1.629

Cartesian forces (eV/Å) of the 3 atoms listed first:
1.656 -0.351 -0.410
-2.506 -0.447 -0.533
1.100 -1.777 -0.325

Löwdin atomic charge list, values in e, 2 entries:
1 C -0.01
2 C -0.40

***

4.
Entry from the OMol25 dataset: a cluster of 2 separate species, C4H12 in total (ωB97M-V with the def2-TZVPD basis set).

Energy above the lowest of the compared OMol25 structures with the same formula, charge and spin ... 0.793 eV
2S+1 ... 1
E_HOMO ... -11.2 eV
Lowest unoccupied orbital energy ... 1.1725 eV

Element x y z (Å)
C: -0.963 1.886 -1.012
C: -0.733 0.550 -1.609
H: -0.095 2.617 -1.121
H: -1.829 2.465 -1.411
H: -1.150 1.896 0.107
H: -1.497 -0.147 -1.365
H: 0.128 -0.014 -1.231
H: -0.605 0.548 -2.694
C: 0.451 -0.932 1.895
C: 1.181 -1.496 0.728
H: 1.176 -0.700 2.652
H: 0.036 0.112 1.590
H: -0.394 -1.512 2.350
H: 1.366 -0.887 -0.158
H: 0.713 -2.483 0.264
H: 2.215 -1.902 1.014

Cartesian forces (eV/Å) of the 3 atoms listed first:
0.280 2.946 1.571
0.949 -1.146 -0.503
-0.836 -1.092 -0.075

Löwdin atomic charge list, values in e, 2 entries:
1 C -0.20
2 C -0.19